C5H6NO2S | ωB97M-V with the def2-TZVPD basis set

Output
Multiplicity ... 1
E_HOMO ... -13.7 eV
Charge ... +1
Largest force on an atom ... 0.099 hartree/bohr
SMILES string ... C[N@@+]1(C=O)C=CSC1=O
ΔE to the lowest compared entry with this formula, charge and spin ... 152.9 kJ/mol
HOMO-LUMO gap ... 8.92 eV
DFT total energy ... -21692.0277 eV

Geometry as XYZ:
```
15
Properties=species:S:1:pos:R:3:forces:R:3:nbo_charge:R:1
C 1.227 0.287 1.099 1.927 1.211 0.971 -0.436
N 0.166 0.223 0.116 0.514 0.804 -1.268 -0.417
C 0.383 0.869 -1.306 3.276 0.176 -1.477 0.555
O -0.488 1.386 -1.878 -0.084 0.256 0.195 -0.400
C -0.125 -1.047 -0.445 -1.648 -2.869 0.345 -0.185
C -1.419 -1.456 -0.453 2.064 0.909 -0.822 -0.323
S -2.626 -0.339 -0.138 1.534 2.115 1.723 0.365
C -1.009 0.842 0.650 -4.989 0.041 1.004 0.698
O -1.109 1.699 1.458 0.545 -1.408 -1.799 -0.403
H 0.954 1.135 1.726 0.434 -0.062 0.124 0.261
H 1.172 -0.604 1.697 0.256 -0.458 0.141 0.254
H 2.263 0.497 0.711 -1.219 -0.564 -0.086 0.261
H 1.534 0.680 -1.659 -2.655 0.341 0.953 0.219
H 0.640 -1.739 -0.734 0.722 0.285 0.229 0.273
H -1.561 -2.431 -0.843 -0.677 -0.776 -0.233 0.279
```
Positions in Å, forces in eV/Å.

C4H12N2OS | ωB97M-V with the def2-TZVPD basis set

Output
Multiplicity ... 1
E_HOMO ... -8.9 eV
Largest force on an atom ... 0.035 hartree/bohr
SMILES string ... NC[C@@H](CS)NCO
ΔE to the lowest compared entry with this formula, charge and spin ... 114.9 kJ/mol
HOMO-LUMO gap ... 9.72 eV
DFT total energy ... -20204.9244 eV

Geometry as XYZ:
```
20
Properties=species:S:1:pos:R:3:forces:R:3:nbo_charge:R:1
N -0.194 -1.601 -1.663 -0.149 -0.497 -0.411 -0.855
C 0.737 -0.552 -1.336 0.704 0.906 1.313 -0.222
C 0.352 0.157 0.000 -0.027 0.706 -1.639 -0.074
C 1.018 1.528 0.055 1.030 0.523 -0.156 -0.478
S 2.869 1.560 0.317 -0.624 -0.294 0.045 -0.081
N -1.095 0.415 0.025 1.030 -0.596 0.649 -0.647
C -1.660 0.307 1.329 -1.359 0.534 0.388 0.077
O -1.720 -0.987 1.935 0.496 0.122 -0.153 -0.738
H -0.386 -2.243 -0.909 0.209 0.035 0.354 0.363
H 0.112 -2.170 -2.442 0.014 0.204 -0.049 0.371
H 1.783 -0.791 -1.106 0.025 -0.742 -0.524 0.176
H 0.799 0.173 -2.148 -0.360 0.031 -0.082 0.188
H 0.781 -0.461 0.791 -0.631 -0.169 0.442 0.185
H 0.935 2.041 -0.906 -0.266 -0.187 -0.022 0.216
H 0.528 2.191 0.766 0.126 -0.256 0.307 0.218
H 3.009 0.373 0.939 -0.144 0.184 0.002 0.116
H -1.511 -0.210 -0.654 -0.404 -0.006 0.083 0.389
H -2.662 0.747 1.312 -0.222 -0.305 -0.267 0.160
H -1.181 0.945 2.064 0.803 0.001 -0.152 0.171
H -2.513 -1.423 1.630 -0.249 -0.194 -0.130 0.465
```
Positions in Å, forces in eV/Å.

C13H24F3N3O3PS | ωB97M-V with the def2-TZVPD basis set

Output
Multiplicity ... 1
E_HOMO ... -12.8 eV
Charge ... +1
Largest force on an atom ... 0.080 hartree/bohr
HOMO-LUMO gap ... 9.20 eV
DFT total energy ... -52749.2131 eV

Geometry as XYZ:
```
48
Properties=species:S:1:pos:R:3:forces:R:3:nbo_charge:R:1
C -2.908 -1.381 0.463 0.028 0.650 0.542 -0.617
C -2.381 -0.474 1.671 0.452 -0.175 -0.892 -0.211
C -3.108 0.920 1.538 -0.340 -0.614 0.212 -0.629
C -0.776 -0.374 1.538 0.132 0.422 -0.075 -0.232
C -0.274 1.028 0.986 -0.164 -1.269 -0.665 -0.636
C -0.074 -0.800 2.889 -1.611 -0.100 -0.825 -0.091
O 1.399 -0.833 2.774 -0.273 0.044 0.788 -0.310
N 1.825 -2.067 2.458 0.692 -2.402 -2.188 -0.014
C 2.220 -3.141 3.278 0.665 -1.995 -1.327 -0.036
C 2.560 -4.254 2.400 -1.688 2.922 1.397 -0.031
S 3.114 -5.928 2.770 -0.652 0.677 -0.253 0.076
N 2.319 -3.735 1.099 -0.073 0.237 0.306 -0.635
P 2.444 -4.436 -0.520 0.186 1.800 -3.695 1.395
N 2.743 -3.224 -1.505 -0.578 -1.049 0.897 -1.271
C 1.901 -2.431 1.133 0.036 -0.250 2.264 0.258
H -2.260 -1.204 -0.444 -0.651 -0.359 0.886 0.203
H -2.929 -2.458 0.771 0.085 0.862 -0.563 0.211
H -3.939 -1.041 0.186 0.798 -0.559 0.282 0.226
H -2.614 -1.008 2.636 0.020 0.762 -0.828 0.201
H -3.115 1.222 0.453 0.192 -0.113 1.261 0.224
H -2.666 1.727 2.189 -0.587 -0.825 -0.739 0.217
H -4.192 0.749 1.805 1.145 0.363 -0.091 0.226
H -0.508 -1.126 0.733 -0.098 0.597 1.006 0.181
H -0.824 1.198 0.014 0.734 0.022 1.355 0.243
H -0.460 1.872 1.693 0.357 -0.704 -0.649 0.227
H 0.810 0.911 0.698 -0.960 0.495 0.565 0.211
H -0.305 -0.080 3.715 0.342 -0.716 -0.707 0.227
H -0.450 -1.841 3.114 0.562 1.104 0.220 0.192
H 2.273 -3.136 4.388 -0.141 0.318 -1.175 0.283
H 1.914 -6.617 2.880 0.624 0.913 -0.167 0.174
H 3.500 -5.385 -0.630 -0.603 0.124 1.240 0.028
H 1.199 -5.000 -0.958 0.584 -0.443 1.207 0.008
H 1.987 -3.131 -2.189 0.345 0.153 0.247 0.389
H 1.608 -1.718 0.336 0.576 -1.025 0.453 0.307
C 1.877 4.429 -3.946 -0.057 -0.395 0.134 -0.640
C 0.621 5.251 -3.737 0.706 0.400 -0.179 -0.080
O -0.540 4.408 -3.604 -0.600 -0.438 0.389 -0.470
C -0.681 3.787 -2.432 1.103 0.977 -0.382 0.689
O 0.079 3.885 -1.508 -0.562 -0.411 0.078 -0.541
C -1.963 2.956 -2.417 -1.411 -0.742 -0.276 0.902
F -2.083 2.178 -3.507 0.382 0.248 0.196 -0.305
F -3.059 3.732 -2.376 0.506 0.110 0.066 -0.301
F -2.029 2.138 -1.350 0.269 0.467 -0.366 -0.321
H 1.759 3.765 -4.805 0.022 0.162 -0.067 0.217
H 2.738 5.076 -4.111 -0.081 0.029 -0.032 0.230
H 2.087 3.795 -3.082 0.014 0.156 0.020 0.221
H 0.449 5.881 -4.610 -0.311 -0.198 0.051 0.205
H 0.709 5.915 -2.874 -0.115 -0.232 0.079 0.201
```
Positions in Å, forces in eV/Å.

C23H38GeN2PRuS2 | ωB97M-V with the def2-TZVPD basis set

Output
Multiplicity ... 5
E_HOMO (alpha / beta) ... -9.5 / -10.6 eV
Charge ... +1
Largest force on an atom ... 0.013 hartree/bohr
HOMO-LUMO gap (alpha / beta) ... 7.50 / 6.90 eV
DFT total energy ... -117499.5854 eV

Geometry as XYZ:
```
68
Properties=species:S:1:pos:R:3:forces:R:3:nbo_charge:R:1
Ru 0.064 -0.649 -0.763 0.635 -0.109 -0.133 0.889
C 2.736 -1.613 0.640 -0.014 0.158 0.028 -0.414
N 1.913 -0.388 0.800 -0.019 -0.066 -0.003 -0.524
C 2.673 0.795 0.330 -0.060 -0.019 0.067 -0.240
C 1.745 1.965 0.096 -0.067 -0.020 -0.045 -0.224
N 0.949 1.724 -1.111 -0.192 0.099 0.088 -0.517
C -0.160 2.687 -1.240 0.114 -0.064 0.026 -0.407
C 1.737 1.731 -2.330 -0.009 0.118 0.083 0.180
C 2.705 2.705 -2.556 0.010 -0.010 -0.022 -0.269
C 3.422 2.727 -3.742 0.003 0.002 0.014 -0.195
C 3.159 1.775 -4.719 -0.031 -0.047 -0.030 -0.194
C 2.182 0.816 -4.505 0.049 0.013 -0.049 -0.210
C 1.464 0.779 -3.309 -0.010 -0.060 -0.049 -0.199
S 0.221 -0.461 -3.102 -0.069 0.039 0.062 -0.231
C 1.513 -0.250 2.198 0.051 -0.084 -0.052 0.220
C 2.499 -0.082 3.169 0.011 -0.061 0.021 -0.249
C 2.182 -0.018 4.513 -0.022 0.005 0.032 -0.182
C 0.857 -0.140 4.918 0.009 -0.001 -0.019 -0.182
C -0.130 -0.305 3.965 0.001 0.012 -0.053 -0.191
C 0.183 -0.338 2.603 -0.079 0.113 0.053 -0.240
S -1.200 -0.446 1.473 -0.105 0.211 -0.022 0.258
H 3.688 -1.528 1.171 0.013 0.008 -0.023 0.200
H 2.936 -1.775 -0.419 -0.018 0.007 -0.026 0.220
H 2.194 -2.468 1.038 -0.029 0.008 0.024 0.211
H 3.157 0.523 -0.608 0.023 -0.015 -0.052 0.229
H 3.461 1.064 1.036 0.018 -0.019 0.041 0.205
H 2.315 2.896 0.046 0.018 0.043 0.007 0.202
H 1.056 2.065 0.939 -0.018 0.005 0.025 0.209
H 0.206 3.719 -1.271 0.031 0.027 -0.015 0.193
H -0.843 2.579 -0.399 0.020 0.010 -0.025 0.192
H -0.703 2.480 -2.158 -0.016 -0.035 -0.039 0.228
H 2.903 3.466 -1.810 -0.016 -0.043 -0.040 0.215
H 4.175 3.488 -3.904 -0.031 -0.031 0.002 0.224
H 3.711 1.784 -5.652 -0.050 -0.008 0.071 0.228
H 1.965 0.076 -5.266 0.015 0.025 0.014 0.230
H 3.539 -0.017 2.873 -0.029 0.001 0.000 0.222
H 2.969 0.112 5.246 -0.051 -0.012 -0.041 0.233
H 0.599 -0.112 5.969 0.003 -0.001 -0.046 0.233
H -1.166 -0.408 4.267 0.048 0.013 -0.012 0.229
C -1.196 -3.892 0.781 0.058 -0.063 -0.022 -0.943
P -0.218 -3.206 -0.600 -0.351 -0.011 0.009 0.831
C -1.312 -3.510 -2.033 0.043 -0.047 0.044 -0.940
C 1.061 -4.485 -0.833 0.042 0.078 -0.047 -0.938
H -1.455 -4.933 0.578 -0.012 0.011 0.031 0.238
H -2.111 -3.314 0.911 0.003 0.008 -0.012 0.248
H -0.630 -3.844 1.712 -0.001 0.006 -0.018 0.242
H -1.648 -4.548 -2.041 -0.003 -0.001 -0.025 0.238
H -0.771 -3.294 -2.954 0.007 -0.007 -0.006 0.258
H -2.182 -2.854 -1.991 -0.007 0.007 0.027 0.245
H 0.577 -5.446 -1.011 0.038 -0.040 -0.003 0.241
H 1.695 -4.568 0.049 -0.014 0.000 -0.001 0.240
H 1.689 -4.239 -1.691 -0.026 0.006 0.016 0.251
C -4.839 -0.125 1.371 -0.083 -0.079 0.077 -1.091
Ge -3.703 1.278 0.660 0.112 -0.165 0.017 1.618
C -3.331 0.959 -1.224 -0.175 0.105 -0.100 -1.085
C -4.395 3.047 1.015 -0.068 0.178 0.075 -1.086
C -2.001 1.167 1.693 0.167 -0.146 0.152 -0.966
H -5.864 -0.002 1.015 0.048 -0.029 0.017 0.247
H -4.848 -0.096 2.462 -0.031 -0.027 -0.064 0.237
H -4.480 -1.105 1.051 -0.037 0.012 0.037 0.233
H -4.149 0.400 -1.680 0.016 0.043 0.007 0.248
H -2.425 0.373 -1.345 0.206 -0.151 -0.098 0.210
H -3.199 1.889 -1.777 -0.005 -0.018 0.012 0.243
H -5.335 3.212 0.485 0.063 -0.006 0.031 0.249
H -3.681 3.811 0.705 -0.063 -0.006 0.022 0.237
H -4.580 3.151 2.086 -0.015 0.077 -0.059 0.240
H -2.244 1.261 2.753 -0.029 0.039 -0.035 0.242
H -1.302 1.957 1.426 -0.021 0.011 0.056 0.226
```
Positions in Å, forces in eV/Å.